1.
8 unconnected molecules or ions with the total composition C24H68N4O8 in a non-equilibrium geometry, computed with ωB97M-V with the def2-TZVPD basis set.

Its spin multiplicity is 2. As for the HOMO-LUMO gap (alpha / beta): 1.6 / 9.5 eV. Its lowest unoccupied orbital energy (alpha / beta) is 2.321 / 2.325 eV. Its net charge is -1. The value obtained for the molar mass is 540.8 g mol⁻¹. Its energy above the lowest of the compared OMol25 structures with the same formula, charge and spin is 0.000 eV. The value obtained for the HOMO energy (alpha / beta) is 0.7 / -7.2 eV.

The geometry in XYZ format:
```
104
Properties=species:S:1:pos:R:3:forces:R:3:mulliken_spin:R:1
C -2.94920 3.05606 7.42205 -0.574 -0.458 1.165 -0.04
C -1.60318 3.47628 6.91469 0.735 0.676 -1.746 -0.03
C -1.00447 2.56134 5.80934 0.847 -0.538 1.345 0.01
O 0.22583 3.12640 5.25937 -1.062 -1.210 -0.638 -0.10
C 0.82455 2.21058 4.28528 0.061 -0.009 0.967 -0.06
N -1.79919 4.70624 6.18980 -0.385 1.669 -0.279 0.03
H -3.39127 3.75905 8.12808 0.488 0.471 0.048 0.01
H -2.95998 2.12537 7.98931 0.090 -0.374 -0.391 0.01
H -3.70789 3.04567 6.63949 0.262 -0.398 -0.368 0.03
H -0.86873 3.86183 7.62182 0.032 -1.262 0.811 -0.01
H -1.80269 2.45395 5.07489 0.116 0.006 -0.469 0.07
H -0.80415 1.56456 6.20228 0.214 -0.301 -0.031 0.00
H 0.12416 1.56453 3.75597 -0.544 0.547 -0.158 0.09
H 1.44699 1.48213 4.80492 0.270 0.052 0.346 0.01
H 1.46549 2.73053 3.57326 -0.337 0.260 0.137 0.02
H -0.85953 4.99605 5.95925 0.001 0.465 -0.396 0.00
H -2.21899 4.44805 5.30820 -0.253 0.364 -0.382 -0.02
C -5.66164 -1.12001 6.60229 -0.349 0.558 -0.468 0.06
C -5.45899 0.21202 5.84298 -1.456 -1.137 0.012 -0.10
C -4.61125 0.04210 4.54886 -0.703 0.522 2.812 0.39
O -3.32332 -0.28353 5.08352 -0.582 -0.483 -1.649 -0.27
C -2.51128 -1.10800 4.22391 -0.446 0.889 0.854 -0.02
N -6.77989 0.83981 5.57928 0.844 0.544 0.489 0.05
H -6.36510 -1.73195 6.03769 0.357 -0.399 -0.417 0.00
H -6.19868 -1.02307 7.54584 0.369 0.488 0.246 -0.01
H -4.69333 -1.59765 6.75176 -0.222 -0.194 -0.037 0.00
H -4.89955 0.88377 6.49404 0.003 0.144 -0.075 -0.01
H -4.71665 1.06099 4.17622 0.845 -0.021 -0.987 -0.01
H -5.08955 -0.68404 3.89155 0.436 -0.210 -0.186 -0.02
H -2.33702 -0.59764 3.27667 0.549 0.131 0.059 0.17
H -2.96129 -2.06448 3.95796 -0.271 -0.178 0.333 0.01
H -1.65573 -1.24188 4.88589 0.472 -0.264 -0.791 0.00
H -6.62698 1.66189 5.01280 -0.271 0.149 -0.088 -0.04
H -7.53230 0.30437 5.17026 0.455 -0.493 -0.098 -0.03
C 4.65798 -1.68090 -3.21240 0.520 0.973 0.493 -0.01
C 4.98630 -0.32638 -2.54869 1.821 -0.420 0.230 0.02
C 5.95574 0.51947 -3.38478 1.189 -0.302 -2.657 0.12
O 7.11668 -0.22232 -3.81798 0.282 -2.597 1.120 -0.07
C 8.27170 0.39985 -4.31549 -1.097 0.710 0.432 0.04
N 3.76935 0.32180 -2.22273 -1.373 1.032 -0.329 -0.23
H 3.76663 -2.13421 -2.77868 0.267 -0.083 0.437 0.03
H 5.55220 -2.29637 -3.11408 -0.332 -0.323 -0.455 0.02
H 4.37116 -1.46211 -4.24097 0.374 -0.198 -0.292 0.01
H 5.56107 -0.37153 -1.62365 -0.109 -1.016 0.369 0.03
H 6.33882 1.42299 -2.91044 -0.566 0.277 0.304 0.00
H 5.57018 0.68772 -4.39033 -1.158 1.096 0.231 0.05
H 8.03530 0.86664 -5.27169 0.133 0.598 -0.067 -0.01
H 9.08682 -0.29229 -4.52675 -0.337 -0.444 0.386 -0.01
H 8.57818 1.09836 -3.53688 0.524 0.531 -0.370 0.00
H 3.88255 1.32286 -2.15092 0.318 0.429 0.596 0.08
H 3.18760 0.30882 -3.04826 -0.526 -0.255 -0.375 -0.02
C 1.17810 -2.77204 -7.32675 -0.066 -0.414 0.064 0.03
C 1.36312 -4.22966 -6.81263 0.307 1.675 -0.167 0.00
C 1.67630 -4.23581 -5.30080 -0.836 0.066 -0.224 -0.01
O 0.56391 -3.62216 -4.57049 1.118 -0.840 -1.648 -0.22
C 0.73725 -3.76682 -3.19492 -0.437 0.205 0.402 0.22
N 0.17893 -5.00844 -7.08392 -0.627 -0.095 0.621 0.01
H 2.08240 -2.17407 -7.21368 0.047 -0.055 0.139 0.01
H 0.36991 -2.28282 -6.78308 0.080 -0.018 0.288 0.03
H 0.87301 -2.70480 -8.37102 0.160 -0.411 -0.117 -0.04
H 2.13643 -4.73784 -7.38868 0.592 0.259 0.328 -0.02
H 2.64897 -3.81308 -5.04918 -0.033 0.602 0.057 0.03
H 1.76028 -5.28636 -5.02260 -0.155 -0.300 0.351 0.02
H -0.19618 -3.51921 -2.68945 -0.023 0.414 -0.140 -0.01
H 1.52458 -3.07676 -2.89156 0.191 -0.240 0.567 0.07
H 0.90690 -4.80395 -2.90564 0.559 -0.154 -0.015 -0.02
H 0.29364 -5.77968 -6.44194 -0.148 -0.962 -0.264 -0.01
H -0.54467 -4.52102 -6.57508 -0.725 0.357 -0.211 0.00
C 1.43034 4.70339 0.87078 1.074 -1.337 -0.730 0.01
C 1.27805 3.25499 0.29634 1.154 0.939 0.559 0.61
O 2.05752 2.32086 1.08017 -0.714 0.808 0.357 -0.31
H 0.90295 5.39187 0.21050 -0.514 0.039 0.490 -0.11
H 2.46770 5.03485 0.82489 0.231 -0.189 -0.019 0.01
H 1.17928 4.69796 1.93146 -0.565 0.296 -0.189 0.02
H 1.72761 3.14374 -0.69038 -0.562 0.590 -0.415 0.01
H 0.20048 3.09329 0.26790 0.008 -0.781 0.027 -0.13
H 2.08707 1.51489 0.55945 -0.191 -0.327 -0.118 0.05
C -4.18206 -2.22362 -0.65359 0.169 0.784 0.257 0.44
C -4.23893 -0.87427 0.05466 0.088 -0.364 0.035 0.21
O -5.13584 -0.11832 -0.70543 -0.643 0.611 -0.891 -0.25
H -5.21861 -2.41382 -0.93193 0.162 -0.654 0.034 -0.04
H -3.69888 -2.98261 -0.03831 -0.275 -0.173 0.010 -0.20
H -3.58101 -2.09259 -1.55341 -0.125 -0.131 -0.128 -0.01
H -3.24791 -0.42051 0.06235 0.153 0.156 0.216 -0.25
H -4.63307 -0.92296 1.06974 0.272 -0.357 0.285 0.29
H -5.43280 0.67038 -0.24568 0.208 0.132 0.179 0.08
C -0.17423 0.90517 -5.36477 -1.359 -1.699 -1.737 0.26
C 0.82900 0.44367 -4.35714 -1.375 0.885 -1.153 0.20
O 1.92022 1.26029 -4.76565 1.511 -0.279 1.506 -0.12
H -1.02702 0.23327 -5.46169 -0.612 0.258 0.558 -0.02
H 0.28106 0.73214 -6.33990 0.228 0.417 -0.202 0.03
H -0.48229 1.94929 -5.30998 -0.009 -0.090 0.357 -0.20
H 1.03623 -0.61660 -4.50204 0.319 0.120 0.228 0.18
H 0.37560 0.66124 -3.39009 0.874 -0.197 0.584 -0.17
H 1.55719 2.14049 -4.64296 0.426 0.447 -0.080 0.05
C 0.21440 -0.49317 1.26932 -0.866 -0.153 0.678 -0.30
C 0.93343 -1.11142 0.08493 0.290 0.202 1.861 -0.07
O 1.25893 -0.02884 -0.71284 0.236 1.033 -1.297 -0.18
H 0.77761 0.23767 1.84963 0.526 -0.032 -0.436 0.22
H -0.15978 -1.17584 2.03224 -0.116 -0.463 -0.241 0.11
H -0.63797 0.06406 0.88065 -0.191 -0.022 -0.018 0.03
H 0.32790 -1.85901 -0.42748 -0.044 -0.067 -0.052 0.12
H 1.89349 -1.51619 0.40517 -0.167 -0.812 0.219 0.00
H 2.17821 -0.15284 -0.96013 0.477 0.304 -0.789 0.07
```
Positions in Å, forces in eV/Å.

2.
7 unconnected molecules or ions with the total composition C24H68N6O7 in a non-equilibrium geometry, computed with ωB97M-V with the def2-TZVPD basis set.

As for the HOMO-LUMO gap: 9.4 eV. Its lowest unoccupied orbital energy is 0.646 eV. Its net charge is 0. The value obtained for the molar mass is 552.8 g mol⁻¹. Its energy above the lowest of the compared OMol25 structures with the same formula, charge and spin is 16.358 eV. The value obtained for the HOMO energy is -8.7 eV.

The geometry in XYZ format:
```
105
Properties=species:S:1:pos:R:3:forces:R:3:mulliken_charge:R:1
C 4.93937 -0.57416 -3.65114 -3.756 -6.623 -0.739 -2.24
C 3.55537 -0.49116 -3.02414 1.165 -1.192 -0.982 0.93
C 2.55637 -1.30916 -3.87714 -2.488 2.419 0.880 -0.05
O 2.66737 -0.82516 -5.18714 0.248 0.998 -1.723 -0.38
C 1.73837 -1.30716 -6.16414 -2.256 -2.421 0.421 -0.70
N 3.53537 -0.97516 -1.62614 -2.299 9.118 -1.157 -0.02
H 4.08837 -0.33616 -1.07614 0.966 -0.135 0.430 0.48
H 2.54237 -0.59416 -1.17414 -0.005 -1.497 -0.754 -0.66
H 3.64237 -1.82316 -1.34514 0.952 -7.318 1.672 0.40
H 4.93337 -0.01216 -4.45814 -0.781 2.216 -4.682 0.64
H 5.27137 -1.63216 -4.00614 -0.491 1.785 1.056 0.26
H 5.60337 -0.05216 -3.21114 5.074 2.795 4.424 0.77
H 3.31837 0.58784 -2.97414 -0.494 -0.656 -0.100 -0.11
H 1.52537 -0.94816 -3.46514 1.410 -1.129 -0.618 -0.40
H 2.66737 -2.39516 -3.80314 0.119 -0.007 0.103 0.59
H 1.65037 -2.38816 -5.86014 0.210 0.338 -1.121 0.31
H 1.96437 -1.23616 -7.32114 0.274 0.333 2.793 0.25
H 0.59237 -1.05916 -6.01214 2.249 0.654 -0.081 0.23
O 1.28937 -0.47816 -0.63414 -1.163 0.704 0.045 0.50
H 0.34337 -0.65216 -0.51614 0.482 0.577 0.102 -0.64
C -6.51563 0.99484 0.88086 -1.551 0.153 -0.640 -1.43
C -6.03363 0.64484 2.22386 2.063 -0.911 2.500 0.89
C -4.62463 1.28184 2.57586 -1.248 -0.976 -3.089 -1.42
O -3.79563 0.90784 1.49786 -3.702 0.349 -2.787 0.00
C -2.44463 1.03984 1.62586 0.484 1.380 -1.521 -0.41
N -6.95463 1.07784 3.26086 -0.549 0.845 -0.233 -0.68
H -6.55263 2.04384 0.70086 -0.083 1.173 0.476 0.40
H -7.50163 0.64084 0.59886 -0.563 -0.214 0.727 0.41
H -5.99363 0.66984 0.04986 1.931 -1.157 -1.208 0.24
H -5.68863 -0.41216 2.45686 -1.097 0.407 -1.325 0.07
H -4.25563 0.75584 3.37386 0.790 -1.088 2.788 0.58
H -4.65463 2.31484 2.78186 -0.018 1.585 0.002 0.43
H -2.26763 2.19984 1.64586 0.788 -2.190 0.423 0.13
H -1.94163 0.54784 0.66686 -0.851 1.021 2.260 -0.44
H -2.47463 0.44084 2.51186 2.984 -0.133 1.310 0.79
H -6.53463 1.02384 4.15386 0.584 0.020 0.999 0.21
H -7.85463 0.63184 3.36886 0.086 -0.312 -0.701 0.22
C -0.05863 4.25584 -1.94714 6.057 -3.270 -2.647 -1.69
C -0.08563 2.68284 -1.51614 -2.290 3.498 -6.115 0.53
C -1.47563 2.20684 -1.83414 -1.450 -4.256 1.037 -0.01
O -2.47663 2.84884 -1.15014 -0.750 1.317 3.183 -0.40
C -3.78063 2.44284 -1.47614 3.061 -0.015 -2.222 -1.42
N 0.97237 1.94484 -2.15814 0.265 2.843 0.005 -0.51
H 0.18937 4.41684 -3.07314 -0.746 -0.826 1.593 0.30
H 0.87937 4.69884 -1.52014 -0.918 -0.138 0.190 0.34
H -0.86063 4.78884 -1.74514 -3.844 2.321 1.428 0.52
H -0.06863 2.72584 -0.54814 0.619 -0.120 6.026 0.28
H -1.70363 1.02684 -1.45014 1.385 2.204 -1.597 -0.43
H -1.82863 2.35884 -2.81414 0.715 -0.672 -2.200 0.60
H -4.49263 2.89484 -0.98914 -3.061 3.148 4.077 0.57
H -4.14863 1.46684 -1.39114 0.793 -2.277 -0.250 0.42
H -3.97663 2.91784 -2.38414 -0.352 -0.206 -2.616 0.57
H 1.77037 2.36584 -1.64514 -0.003 -1.162 -0.711 0.36
H 0.80137 1.03184 -1.86314 0.663 -2.138 0.731 -0.27
C 3.64237 -2.82916 2.16686 -1.159 -1.843 2.477 -1.63
C 2.23337 -3.04116 1.73786 -3.782 -3.479 1.097 0.41
C 1.11837 -2.29216 2.59786 4.925 2.410 -1.792 0.13
O 1.46237 -2.31116 3.90486 -0.600 0.232 3.719 -0.41
C 0.54237 -1.50416 4.73886 4.643 0.237 2.526 -0.78
N 2.06537 -2.88816 0.30586 0.525 2.162 -0.240 -0.36
H 4.21937 -3.71016 1.90286 0.533 0.571 -0.797 0.37
H 3.71037 -2.81616 3.28186 -0.183 0.283 -0.769 0.31
H 3.80537 -1.88116 1.79386 1.888 1.800 -0.940 0.51
H 1.86937 -4.12716 1.94286 1.136 1.213 -0.138 0.43
H 0.19637 -2.62016 2.32886 -3.045 -1.145 -0.596 0.46
H 1.25737 -1.22716 2.41986 -0.792 0.595 -1.423 -0.20
H -0.29063 -2.14516 4.81186 -1.612 0.128 0.431 0.44
H 0.43237 -0.40516 4.44886 -0.147 -1.657 -0.202 0.24
H 1.17337 -1.43716 5.88886 -2.159 -0.351 -3.423 0.18
H 1.78237 -1.89716 0.09886 1.109 -0.402 0.497 0.06
H 1.21837 -3.23216 -0.08014 -0.828 -1.674 -0.021 0.56
C -2.09963 -3.68616 -2.80214 -1.998 4.694 -1.419 -1.57
C -1.44463 -2.60916 -1.84814 1.657 -1.975 0.873 0.78
C -1.63563 -2.92816 -0.27414 2.292 -2.267 -3.430 0.31
O -2.99363 -3.04216 -0.07214 0.699 0.787 1.850 -0.42
C -3.11363 -3.22716 1.33286 13.033 -2.440 -1.596 -0.83
N 0.03337 -2.58016 -2.13714 0.479 1.471 1.401 -0.31
H -3.24763 -3.53816 -2.91914 2.027 -0.519 0.510 0.28
H -1.81063 -4.56416 -2.44114 0.539 -4.028 1.861 0.50
H -1.68363 -3.73216 -3.83414 -0.112 0.809 0.551 0.43
H -1.82963 -1.62816 -1.91114 -0.998 1.153 -0.594 -0.06
H -1.02063 -2.07516 0.20486 -1.305 -1.317 0.233 -0.31
H -1.23063 -4.07016 0.00586 -0.049 3.035 -0.635 0.20
H -2.70363 -2.40416 1.88286 0.668 0.705 0.226 0.12
H -2.44263 -4.23016 1.73086 -2.274 2.434 -1.135 0.17
H -3.98463 -3.19016 1.45186 -13.157 -0.631 2.608 0.79
H 0.60137 -1.75916 -1.60814 -1.794 -2.366 -1.648 -0.51
H 0.14237 -2.36616 -3.11814 -0.048 -0.088 -0.149 0.34
C 3.24637 1.35184 3.38586 -2.361 0.233 2.951 -1.17
C 2.67237 1.68484 1.99786 3.143 1.430 1.325 0.64
C 3.05637 3.11884 1.49586 -2.610 0.423 1.155 -0.43
O 2.53337 4.11784 2.44486 1.734 -0.870 0.868 -0.33
C 2.57337 5.53484 2.14086 3.887 -4.747 2.887 -1.27
N 3.06937 0.59684 1.15286 -0.309 -0.372 -0.683 -0.30
H 2.88537 0.29884 3.82386 1.890 1.387 -1.627 0.23
H 2.56437 1.80784 4.12686 0.059 0.846 -0.285 0.39
H 4.20237 1.81784 3.74886 -0.432 -1.231 -0.941 0.29
H 1.66237 1.66084 1.99986 -3.600 0.212 0.818 0.19
H 2.50637 3.44484 0.61286 0.336 -0.836 -0.846 -0.05
H 4.08937 3.03184 1.35486 1.913 0.903 -0.179 0.42
H 2.48137 6.07084 2.98186 -1.074 1.661 3.118 0.34
H 1.95637 5.61184 1.45386 -7.063 1.581 -5.790 0.54
H 3.36737 5.93884 1.65186 3.677 0.361 -1.064 0.49
H 2.37237 0.70784 0.37686 0.715 -1.429 0.861 -0.21
H 2.79437 -0.17916 1.83386 0.369 0.744 -2.349 -0.30
```
Positions in Å, forces in eV/Å.